Density functional theory data (ωB97M-V with the def2-TZVPD basis set) for a molecular structure, C18H41AlB11Br6GeO5Si3.

Last column: Mulliken charge in e.
Positions of all 86 atoms, in Å:
Al (-1.328, 0.011, 0.921)  0.745
O (0.488, -2.614, 2.731)  -0.613
C (-0.296, -1.704, 2.759)  -0.114
O (-1.234, -1.492, 1.826)  -0.171
C (-0.223, -0.575, 3.788)  -0.044
C (-1.589, 0.123, 3.886)  -0.459
C (-1.658, 1.133, 5.013)  -1.015
C (-0.675, 2.230, 4.527)  -1.051
C (-0.328, 1.750, 3.123)  -0.268
O (-1.529, 1.008, 2.698)  -0.612
C (0.700, 0.605, 3.208)  0.025
C (1.220, 0.282, 1.826)  -0.227
O (2.373, -0.146, 1.636)  -0.653
O (0.426, 0.484, 0.825)  -0.465
H (0.150, -0.958, 4.733)  0.648
H (-2.431, -0.552, 3.814)  0.820
H (-1.390, 0.695, 5.972)  0.457
H (-2.670, 1.521, 5.085)  0.388
H (0.222, 2.290, 5.141)  0.361
H (-1.138, 3.214, 4.509)  0.409
H (-0.094, 2.531, 2.406)  0.780
H (1.547, 0.820, 3.853)  1.125
Br (-2.255, 2.022, -0.108)  -0.207
B (-3.809, 0.997, -0.882)  0.012
B (-5.402, 1.048, -0.164)  0.669
C (-5.939, -0.562, -0.295)  0.041
B (-4.328, -0.325, 0.138)  -0.879
B (-4.808, -1.675, -0.898)  0.525
B (-6.157, -1.117, -1.897)  0.582
B (-6.522, 0.559, -1.438)  0.751
B (-5.142, 1.605, -1.846)  0.544
Br (-5.295, 3.471, -2.318)  -0.324
B (-5.612, 0.237, -2.939)  0.038
Br (-6.370, 0.564, -4.680)  -0.310
B (-4.537, -1.177, -2.609)  0.365
Br (-3.934, -2.429, -3.952)  -0.324
B (-3.454, -0.660, -1.339)  -0.491
Br (-1.542, -1.232, -1.184)  0.014
B (-3.896, 0.529, -2.589)  -0.546
Br (-2.543, 1.132, -3.842)  -0.226
H (-5.743, 1.757, 0.718)  -0.203
H (-6.640, -0.919, 0.444)  0.595
H (-3.851, -0.486, 1.226)  -0.248
H (-4.748, -2.778, -0.483)  -0.187
H (-7.046, -1.848, -2.156)  -0.202
H (-7.646, 0.912, -1.384)  -0.207
C (4.404, -3.028, -1.548)  -1.190
Si (3.324, -2.733, -0.066)  0.457
C (1.664, -3.516, -0.129)  -0.563
C (4.200, -2.881, 1.543)  -1.001
Ge (2.960, -0.254, -0.360)  0.385
Si (1.864, -0.076, -2.894)  0.328
C (0.938, 1.491, -2.655)  -0.272
C (3.520, 0.095, -3.669)  -0.939
C (0.972, -1.585, -3.411)  -0.607
Si (4.045, 1.910, 0.189)  0.659
C (5.396, 2.088, -1.068)  -1.178
C (2.675, 3.161, 0.017)  -0.596
C (4.717, 1.833, 1.910)  -1.121
H (5.017, -3.924, -1.394)  0.487
H (5.095, -2.194, -1.714)  0.385
H (3.814, -3.178, -2.457)  0.289
H (1.780, -4.606, -0.104)  0.505
H (1.118, -3.258, -1.039)  0.116
H (1.072, -3.226, 0.746)  0.061
H (4.535, -3.917, 1.666)  0.484
H (3.530, -2.635, 2.372)  0.249
H (5.077, -2.231, 1.592)  0.347
H (1.623, 2.341, -2.682)  0.340
H (0.379, 1.512, -1.715)  -0.221
H (0.207, 1.597, -3.468)  0.292
H (4.015, 1.027, -3.395)  0.210
H (3.365, 0.099, -4.758)  0.455
H (4.186, -0.742, -3.438)  0.288
H (0.292, -1.988, -2.660)  -0.156
H (1.674, -2.364, -3.715)  0.460
H (0.358, -1.312, -4.282)  0.387
H (5.006, 2.306, -2.065)  0.303
H (6.013, 1.186, -1.124)  0.367
H (6.054, 2.918, -0.783)  0.439
H (2.780, 3.726, -0.914)  0.407
H (2.723, 3.876, 0.845)  0.434
H (1.681, 2.703, 0.018)  -0.202
H (5.012, 0.823, 2.202)  0.322
H (3.987, 2.197, 2.638)  0.302
H (5.603, 2.473, 1.966)  0.441

Orbital gap (alpha / beta) (eV): 7.386 / 4.990
Net charge: +2
Multiplicity: 2
E_LUMO (alpha / beta) (eV): -6.21 / -8.61
HOMO energy (alpha / beta) (eV): -13.596 / -13.596
ΔE to the lowest compared entry with this formula, charge and spin (kcal/mol): 0.0

Density functional theory data (ωB97M-V with the def2-TZVPD basis set) for a gas-phase ion, C8H20N3 (charge +1).

Last column: Mulliken charge in e.
Positions of all 31 atoms, in Å:
C (2.610, 1.264, -0.655)  -1.622
C (1.439, 0.857, 0.233)  0.825
C (0.768, 2.105, 0.819)  -1.540
N (0.457, 0.090, -0.555)  -0.253
C (-0.068, -1.173, -0.032)  1.305
C (1.003, -2.126, 0.534)  -1.979
C (-0.776, -1.887, -1.190)  -1.675
C (-1.075, -0.893, 1.111)  -1.178
N (-2.269, -0.167, 0.708)  -0.080
C (-2.287, 0.768, -0.194)  0.348
N (-3.355, 1.438, -0.557)  -0.362
H (3.132, 0.388, -1.032)  0.386
H (3.318, 1.863, -0.088)  0.433
H (2.261, 1.856, -1.498)  0.415
H (1.828, 0.251, 1.058)  0.073
H (0.412, 2.754, 0.022)  0.318
H (1.490, 2.659, 1.412)  0.456
H (-0.070, 1.849, 1.463)  0.311
H (0.845, -0.088, -1.475)  0.324
H (1.842, -2.189, -0.153)  0.373
H (0.589, -3.124, 0.651)  0.512
H (1.372, -1.799, 1.502)  0.442
H (-1.441, -1.219, -1.731)  0.369
H (-1.352, -2.733, -0.826)  0.431
H (-0.036, -2.265, -1.890)  0.479
H (-1.394, -1.849, 1.525)  0.543
H (-0.568, -0.334, 1.904)  0.248
H (-3.122, -0.404, 1.206)  0.247
H (-1.312, 0.958, -0.665)  0.380
H (-4.261, 1.268, -0.140)  0.224
H (-3.295, 2.153, -1.266)  0.248

Orbital gap (eV): 9.803
Net charge: +1
SMILES: CC(C)NC(C)(C)CNC=[NH2+]
Multiplicity: 1
E_LUMO (eV): -2.77
HOMO energy (eV): -12.572
ΔE to the lowest compared entry with this formula, charge and spin (kcal/mol): 0.0